Below is C11H25N3O5Tl as an isolated structure in a non-equilibrium geometry, with properties calculated with ωB97M-V/def2-TZVPD.

Positions of all 45 atoms, in Å:
Tl1 -6.5584 -17.6129 -14.5557
O1 -6.3584 -17.9777 -17.3864
C1 -5.2085 -17.9154 -17.8225
C2 -4.0559 -18.7813 -16.8925
O2 -3.9544 -18.4757 -15.7110
H1 -4.8385 -16.8771 -17.7273
H2 -5.0420 -18.2904 -18.8429
H3 -3.1314 -18.6063 -17.4772
H4 -4.2562 -19.8702 -16.9589
C3 -7.1965 -12.7386 -16.4931
C4 -6.8508 -14.1964 -16.6413
O3 -6.7196 -14.9275 -15.6590
N1 -6.6384 -14.6404 -17.8949
C5 -6.6259 -13.9352 -19.1653
H5 -8.1715 -12.5434 -16.9481
H6 -6.4681 -12.1114 -17.0052
H7 -7.2770 -12.4624 -15.4489
H8 -6.4656 -15.6218 -18.0288
H9 -7.3629 -14.3785 -19.8338
H10 -5.6289 -13.9784 -19.6051
H11 -6.8682 -12.8791 -19.0840
C6 -10.7363 -20.3775 -15.8726
C7 -9.4794 -19.6456 -16.2453
O4 -8.7446 -19.1281 -15.3974
N2 -9.0772 -19.7027 -17.5304
C8 -9.8220 -20.2732 -18.6459
H12 -10.7610 -20.5404 -14.8008
H13 -10.8369 -21.3101 -16.4211
H14 -11.6018 -19.7550 -16.1185
H15 -8.1770 -19.2846 -17.7152
H16 -10.0017 -21.3302 -18.4651
H17 -9.1718 -20.2010 -19.5160
H18 -10.7169 -19.7002 -18.8790
C9 -7.3682 -13.3292 -12.4640
C10 -7.8250 -14.7246 -12.1138
O5 -7.2246 -15.7039 -12.5438
N3 -8.8761 -14.8544 -11.2883
C11 -9.4406 -16.1102 -10.8336
H19 -6.3242 -13.3903 -12.7488
H20 -7.5311 -12.6228 -11.6532
H21 -7.9578 -13.0311 -13.3337
H22 -9.3587 -14.0251 -10.9850
H23 -9.2620 -16.8258 -11.6386
H24 -10.5152 -16.0833 -10.6900
H25 -8.9114 -16.4625 -9.9498

Calculated values
relative energy (zero: lowest compared OMol25 entry of this formula, charge and spin)	0.0	kcal per mole
net charge	+1
HOMO-LUMO gap	5.951	eV

***

Below is a 2-piece molecular cluster, C11H25P overall in a non-equilibrium geometry, with properties calculated with ωB97M-V/def2-TZVPD.

Positions of all 37 atoms, in Å:
C1 1.2167 -1.3179 -1.7925
C2 -0.4583 -4.8170 -1.0183
C3 0.2617 3.5196 3.3561
C4 -0.5909 1.2017 -3.4217
C5 -0.2115 0.8608 4.1496
C6 1.6096 1.3523 -1.0496
C7 0.5453 -2.6664 -1.9964
C8 0.2221 -3.4241 -0.6995
C9 -1.0871 2.8457 2.8787
C10 -0.9079 0.6582 -2.0512
C11 -1.1116 1.3913 3.2487
P1 0.3445 0.0125 -0.9465
H1 2.1442 -1.4119 -1.3208
H2 0.0660 -5.5369 -1.6343
H3 -0.6533 -5.3060 -0.0956
H4 -1.3828 -4.5828 -1.5153
H5 0.2432 3.3952 4.4215
H6 1.1642 3.1537 2.9226
H7 0.2956 4.6244 3.0793
H8 0.3986 1.7709 -3.4142
H9 -0.4908 0.3963 -4.1359
H10 -1.2617 1.9232 -3.7075
H11 -0.4390 0.1620 0.4059
H12 -0.1898 -0.2202 4.2701
H13 0.6904 1.2679 4.5160
H14 2.4967 1.0264 -0.7223
H15 1.7470 1.7622 -2.0932
H16 1.3965 2.3608 -0.4852
H17 1.2142 -3.3774 -2.4785
H18 -0.2491 -2.6732 -2.7006
H19 -0.2689 -3.1224 0.1886
H20 1.2354 -3.6285 -0.1341
H21 -1.0886 3.0342 1.7512
H22 -1.9585 3.3384 3.3141
H23 -1.5548 -0.1665 -2.2991
H24 -1.4861 1.4338 -1.5400
H25 -1.9012 0.7599 2.7496

Calculated values
relative energy (zero: lowest compared OMol25 entry of this formula, charge and spin)	102.0	kcal per mole
HOMO-LUMO gap	7.823	eV
SMILES	CCCC=[P@@H](C)CC.C=CCC

***

Below is C11H26B2F3GaNO7 as an isolated structure in a non-equilibrium geometry, with properties calculated with ωB97M-V/def2-TZVPD.

Positions of all 51 atoms, in Å:
C1 -1.3195 0.8554 1.2962
C2 -1.3068 1.2231 -0.1843
O1 -0.1856 2.0235 -0.4558
C3 -0.0186 2.3354 -1.8254
C4 1.4509 2.3863 -2.1687
O2 1.9823 1.1027 -2.0792
C5 3.3989 1.0205 -1.7425
Ga1 4.1943 -0.5774 -2.8063
B1 3.7148 -2.3012 -1.6240
N1 4.1480 -2.3606 -0.2304
O3 2.9786 -3.4353 -2.0581
B2 3.1281 -0.4672 -4.6503
O4 2.9552 0.7867 -5.2745
O5 2.4867 -1.5405 -5.2965
C6 1.1886 -1.7837 -4.7829
C7 0.6064 -3.0328 -5.4462
H1 -0.3368 1.0673 1.7094
H2 -2.0550 1.4370 1.8438
H3 -1.5253 -0.2028 1.4266
H4 -2.2303 1.7559 -0.4459
H5 -1.2769 0.3175 -0.7980
H6 -0.5003 3.2924 -2.0498
H7 -0.4564 1.5412 -2.4378
H8 1.9709 3.0929 -1.5148
H9 1.5261 2.7699 -3.2001
H10 3.4496 0.8245 -0.6676
H11 3.8810 1.9732 -1.9633
H12 5.7823 -0.4082 -3.0206
H13 3.7344 -3.1579 0.2541
H14 3.8792 -1.5188 0.2663
H15 2.1333 -3.4243 -1.6047
H16 2.1486 1.2037 -4.9623
H17 1.2636 -1.9449 -3.7040
H18 0.5336 -0.9226 -4.9488
H19 1.3181 -3.4166 -6.1703
H20 -0.3303 -2.8184 -5.9593
H21 0.4061 -3.8042 -4.7060
C8 -5.2049 -1.0661 6.0279
C9 -5.1729 0.4145 5.7207
O6 -3.9673 1.0255 6.2233
C10 -2.8964 0.9017 5.4507
O7 -2.8267 0.3457 4.3982
C11 -1.7051 1.6407 6.0961
F1 -1.6286 1.3831 7.4044
F2 -1.8617 2.9597 5.9403
F3 -0.5715 1.2769 5.5259
H22 -5.0870 -1.2354 7.0983
H23 -6.1561 -1.4911 5.7091
H24 -4.4029 -1.5896 5.5095
H25 -5.9813 0.9381 6.2259
H26 -5.2555 0.6044 4.6517

Calculated values
net charge	-1
HOMO-LUMO gap	5.506	eV

***

Below is C11H26CoN4O7S as an isolated structure in a non-equilibrium geometry, with properties calculated with ωB97M-V/def2-TZVPD.

Positions of all 50 atoms, in Å:
O1 -2.5928 2.4568 -1.0593
H1 -3.4883 2.4422 -0.6521
Co1 -0.3122 -0.2320 0.3354
N1 -0.6937 0.4718 1.9924
N2 0.5011 1.5528 0.2202
N3 -0.7560 -1.9802 0.2015
N4 0.4009 -0.6772 -1.3760
O2 -0.8408 -0.3923 2.8901
O3 -0.9006 -2.7015 1.3101
O4 1.1080 0.1189 -2.1650
O5 0.9914 2.1042 -0.8389
C1 0.2755 2.3839 1.2637
C2 -0.5429 1.7793 2.2456
C3 -0.7874 -2.6171 -0.9774
C4 -0.0509 -1.8256 -1.9216
C5 -1.1480 2.4857 3.3796
H2 -2.1132 2.9410 3.1120
H3 -0.5375 3.3280 3.7151
H4 -1.3059 1.8364 4.2398
C6 0.7683 3.7781 1.2084
H5 0.4134 4.3569 0.3288
H6 1.8703 3.7173 1.1103
H7 0.5251 4.3671 2.1127
C7 -1.5510 -3.8721 -1.2725
C8 0.1770 -2.2099 -3.3308
H8 -2.5265 -3.9202 -0.7397
H9 -0.9512 -4.7647 -1.0117
H10 -1.7596 -3.9203 -2.3571
H11 0.6700 -1.3729 -3.8524
H12 -0.7453 -2.4771 -3.8877
H13 0.8539 -3.0862 -3.3516
H14 -0.8669 -2.0709 2.0920
H15 1.0730 1.0341 -1.6545
C9 -2.3799 2.7625 -2.4621
H16 -2.5229 3.7636 -2.8606
H17 -3.0568 2.1741 -3.0918
H18 -1.3537 2.4302 -2.5201
O6 -1.9880 0.3058 -0.1747
H19 -2.1890 1.3553 -0.5865
H20 -2.2864 -0.1031 -1.0285
C10 3.5358 -0.9309 2.2993
S1 2.7817 -0.7299 0.6764
C11 2.9924 -2.3854 -0.0432
O7 1.2857 -0.7490 1.1655
H21 4.6046 -1.1628 2.2862
H22 2.9627 -1.7068 2.8149
H23 3.3890 0.0384 2.7916
H24 2.3074 -3.0419 0.4938
H25 2.7370 -2.3198 -1.1035
H26 4.0237 -2.7348 0.0342

Calculated values
multiplicity	4
relative energy (zero: lowest compared OMol25 entry of this formula, charge and spin)	10.5	kcal per mole
⟨S²⟩	3.82
HOMO-LUMO gap (spin up / spin down)	4.707 / 5.160	eV

***

Below is C11H26GaN2O2P2 as an isolated structure in a non-equilibrium geometry, with properties calculated with ωB97M-V/def2-TZVPD.

Positions of all 44 atoms, in Å:
Ga1 -0.2840 0.0122 0.3925
P1 -2.2094 -1.1224 1.2421
P2 -0.5298 2.3528 0.7452
N1 0.3659 -1.8078 -0.1547
N2 1.4342 0.4699 -0.4707
H1 2.0510 -2.7628 -1.0941
H2 3.3077 -0.4607 -0.9666
H3 2.3851 -2.0325 0.5056
C1 1.7987 -1.9149 -0.4258
H4 2.0191 -0.6719 -2.1860
C2 2.2159 -0.5984 -1.0947
H5 0.0969 -3.8598 0.0911
H6 2.7214 1.9921 -1.0872
C3 -0.3458 -2.8702 0.2547
C4 1.7814 1.7613 -0.5721
C5 -1.6071 -2.7444 0.8233
C6 0.9992 2.7828 -0.0508
H7 -2.1238 -3.6662 1.0890
H8 1.3693 3.8071 -0.1577
H9 -1.6490 2.9513 0.0923
H10 -0.4564 2.7404 2.1264
H11 -3.3566 -0.8322 0.4512
H12 -2.4496 -1.0157 2.6555
H13 0.2220 0.9494 -2.6240
C7 -0.8093 0.6073 -2.7893
C8 -1.7537 1.7776 -2.7805
C9 -0.8840 -0.2983 -3.9932
O1 -1.1914 -0.2047 -1.6159
H14 -1.6106 2.4016 -3.6678
H15 -2.7931 1.4188 -2.7793
H16 -1.6047 2.4167 -1.9030
H17 -0.1692 -1.1273 -3.9000
H18 -1.9019 -0.7045 -4.0792
H19 -0.6450 0.2323 -4.9207
H20 -0.8082 -1.1066 -1.6905
C10 1.0333 0.2609 4.6575
C11 0.1153 -0.0892 3.4990
O2 0.9035 -0.1642 2.2655
H21 1.8386 -0.4745 4.7750
H22 0.4496 0.2623 5.5734
H23 1.4558 1.2646 4.5411
H24 -0.3632 -1.0750 3.5878
H25 -0.6625 0.6811 3.3159
H26 1.6442 0.4621 2.3197

Calculated values
multiplicity	2
⟨S²⟩	0.78
net charge	+2
HOMO-LUMO gap (spin up / spin down)	9.835 / 3.757	eV

***

Below is C11H26GdN3OP2 as an isolated structure in a non-equilibrium geometry, with properties calculated with ωB97M-V/def2-TZVPD.

Positions of all 44 atoms, in Å:
C1 0.9227 -0.5283 -4.0849
C2 -0.2085 -0.1823 -4.9246
C3 -0.5348 1.2244 -4.8288
C4 0.5069 1.8603 -4.0263
C5 1.3472 0.8935 -3.4357
Gd1 -0.5978 0.2302 -2.5753
P1 -0.0860 -2.6483 -1.7081
H1 0.9113 -1.7265 -3.9733
H2 -0.9467 -0.8896 -5.4127
H3 -1.3767 1.7701 -5.2642
H4 2.0821 1.4021 -2.7530
H5 0.3863 2.9999 -3.7713
H6 1.2567 -3.1075 -1.4917
H7 -0.4951 -3.7799 -2.4853
H8 -0.6449 -3.2403 -0.5456
C6 -1.9397 -1.4014 1.9484
N1 -1.5375 -0.2007 1.2590
C7 -2.6565 0.5468 0.6553
P2 -0.0334 0.2632 1.0080
O1 0.1652 0.4165 -0.5127
N2 0.1272 1.7360 1.6826
C8 1.3268 2.5230 1.4469
C9 -0.5665 2.0647 2.9146
N3 0.9819 -0.9609 1.6994
C10 1.0374 -1.2262 3.1602
C11 2.2003 -1.3913 0.9869
H9 -2.8904 -1.6659 1.4843
H10 -2.1117 -1.1937 3.0138
H11 -1.2329 -2.2209 1.8097
H12 -3.2259 1.0263 1.4526
H13 -2.3032 1.2853 -0.0766
H14 -3.3022 -0.1848 0.1600
H15 1.1629 3.5481 1.8108
H16 2.1679 2.1036 2.0274
H17 1.5889 2.5662 0.3826
H18 -1.6042 1.7157 2.9369
H19 -0.0354 1.6681 3.7925
H20 -0.5941 3.1483 3.0477
H21 0.6518 -2.2213 3.4370
H22 2.0788 -1.2695 3.4686
H23 0.5421 -0.4633 3.7724
H24 2.0429 -2.3846 0.5087
H25 2.4480 -0.6020 0.2644
H26 2.9888 -1.5031 1.7391

Calculated values
multiplicity	8
relative energy (zero: lowest compared OMol25 entry of this formula, charge and spin)	16.2	kcal per mole
⟨S²⟩	16.79
HOMO-LUMO gap (spin up / spin down)	3.647 / 4.364	eV